Below is a cluster of 2 separate species, C4H11PS2 in total, with properties calculated with wB97M-V/def2-TZVPD.

The relative energy (zero: lowest compared OMol25 entry of this formula, charge and spin) comes out at 111.9 kJ/mol. Its highest occupied orbital energy is -0.3239 Eh. Its total charge is 0. As for the LUMO energy: 0.70 eV.

Positions of all 18 atoms, in Å:
C: -0.231 2.179 2.209
P: -1.706 1.277 1.578
S: -3.087 1.767 3.112
S: -1.243 -0.654 2.451
H: 0.659 1.624 1.846
H: -0.204 3.210 1.841
H: -0.305 2.206 3.346
H: -3.528 2.975 2.590
H: -2.234 -1.286 1.716
C: 1.211 -0.417 -0.742
C: 1.495 -1.211 -1.836
C: 0.486 -2.066 -2.541
H: 0.183 -0.128 -0.447
H: 2.102 -0.060 -0.182
H: 2.542 -1.488 -2.016
H: -0.518 -1.953 -2.219
H: 0.907 -3.134 -2.301
H: 0.593 -2.075 -3.684

Forces on atoms 1 to 6 (eV/Å):
C 0.236 -0.463 1.224
P 0.032 -0.326 0.169
S -0.670 1.023 -0.184
S -0.795 0.083 -0.875
H -0.303 0.466 0.351
H -0.102 -0.233 -0.048